[1]
Computed, not measured: 2 unconnected molecules or ions with the total composition C4H8ClNO4 at a distorted geometry, with ωB97M-V with the def2-TZVPD basis set.

The geometry in XYZ format:
```
18
Properties=species:S:1:pos:R:3:lowdin_charge:R:1
C 3.0293 0.2848 0.9531 0.07
C 1.9487 -0.0119 1.6040 -0.16
N 0.8491 -0.8007 1.0239 0.08
C -0.0852 0.1675 0.3391 -0.09
C -0.6879 1.0591 1.1097 0.07
H 3.9176 0.4613 1.5380 0.08
H 3.0841 0.3247 -0.1266 0.09
H 1.7933 0.3583 2.6040 0.13
H 0.3738 -1.2593 1.8100 0.18
H 1.2052 -1.4663 0.3360 0.18
H -0.2096 0.0900 -0.7465 0.11
H -0.6014 2.1154 0.9047 0.09
H -1.2240 0.6645 1.9723 0.09
O -3.4256 -0.2591 -3.8963 -0.35
Cl -2.6895 -0.3999 -2.6735 0.62
O -1.3065 0.0292 -2.8689 -0.42
O -2.6895 -1.7808 -2.2423 -0.40
O -3.2820 0.4234 -1.6406 -0.40
```

Properties
**Energy above the lowest of the compared OMol25 structures with the same formula, charge and spin**: 896.36 kJ/mol
**E_HOMO**: -0.310 Ha
**E**: -26467.277 eV
**HOMO-LUMO gap**: 7.169 eV

***

[2]
Computed, not measured: a molecular structure, C4H8ClNS at a distorted geometry, with ωB97M-V with the def2-TZVPD basis set.

The geometry in XYZ format:
```
15
Properties=species:S:1:pos:R:3:lowdin_charge:R:1
C 1.4812 -0.8232 -0.0059 -0.46
C 0.7453 -0.1454 -1.1599 -0.22
C 0.3578 1.0701 -0.2691 -0.54
C 0.3927 -0.0550 0.8111 -0.66
H 0.9660 -2.7885 -1.1277 0.22
H 1.7186 -2.6295 0.8549 0.13
H 2.3893 -0.4330 0.4169 0.13
H 1.4090 0.1066 -1.9347 0.09
H 0.0438 -0.6963 -1.7098 0.09
H 1.1587 1.7987 -0.0198 0.11
H -0.5485 3.2059 -1.1543 -0.18
H 0.6526 -0.0099 1.8601 0.06
N 1.7086 -2.2425 -0.2193 -0.04
S -1.1751 2.0947 -0.7848 0.68
Cl -1.1065 -0.9795 1.2147 0.57
```

Properties
**Energy above the lowest of the compared OMol25 structures with the same formula, charge and spin**: 304.51 kJ/mol
**E_HOMO**: -0.340 Ha
**E**: -29121.854 eV
**HOMO-LUMO gap**: 9.908 eV

***

[3]
Computed, not measured: a single C4H8ClOP molecule at a distorted geometry, with ωB97M-V with the def2-TZVPD basis set.

The geometry in XYZ format:
```
15
Properties=species:S:1:pos:R:3:lowdin_charge:R:1
C 0.1366 1.1969 -0.4908 -0.16
C 0.9639 0.3315 0.5312 -0.49
C 1.3833 1.0603 1.7322 -0.31
O 1.6291 0.2872 2.6868 -0.14
P 1.1417 -1.6224 0.5056 0.72
C -0.2924 -1.9294 -0.7811 -0.35
Cl 2.3775 -1.1311 -1.1964 0.17
H 0.5042 0.9062 -1.5426 0.06
H -0.9229 1.2965 -0.3820 0.05
H 0.5402 2.2352 -0.3546 0.07
H 1.5088 2.1560 1.9256 0.13
H 1.5423 0.4523 3.8686 0.29
H -1.2770 -1.7339 -0.3568 0.03
H 0.1689 -1.3286 -1.5431 -0.07
H -0.1418 -2.8929 -1.2390 0.01
```

Properties
**SMILES**: C/C(=C/O)P(C)Cl
**Energy above the lowest of the compared OMol25 structures with the same formula, charge and spin**: 448.68 kJ/mol
**E_HOMO**: -0.283 Ha
**E**: -28132.872 eV
**HOMO-LUMO gap**: 7.602 eV

***

[4]
Computed, not measured: a single C4H8F2N2 molecule at a distorted geometry, with ωB97M-V with the def2-TZVPD basis set.

The geometry in XYZ format:
```
16
Properties=species:S:1:pos:R:3:lowdin_charge:R:1
C 0.1685 1.5980 -0.0850 -0.16
C -1.0853 0.5533 -0.0933 -0.33
C 1.8868 -0.0069 -0.0365 -0.31
C -1.2402 -1.8887 -0.2437 -0.15
N 1.3136 1.0115 0.5319 0.08
N -0.9353 -0.5674 -0.8442 -0.08
F 2.8017 0.1640 -1.0318 0.10
F 2.3733 -0.9909 0.8524 0.05
H 0.3662 1.8534 -1.0962 0.11
H -0.1549 2.4332 0.4224 0.08
H -1.2020 0.4779 1.0582 0.13
H -1.7516 1.2844 -0.7011 0.13
H -1.7856 -2.5256 -0.8678 0.03
H -0.2647 -2.3711 -0.1840 0.05
H -1.8219 -1.7530 0.8351 0.12
H 1.3314 0.7279 1.4834 0.15
```

Properties
**Energy above the lowest of the compared OMol25 structures with the same formula, charge and spin**: 609.37 kJ/mol
**E_HOMO (alpha / beta)**: -0.272 / -0.207 Ha
**E**: -12686.008 eV
**HOMO-LUMO gap (alpha / beta)**: 6.791 / 3.196 eV

***

[5]
Computed, not measured: a molecular structure, C4H8F3MnO5S at a distorted geometry, with ωB97M-V with the def2-TZVPD basis set.

The geometry in XYZ format:
```
22
Properties=species:S:1:pos:R:3:mulliken_spin:R:1
O -0.4295 -0.0966 1.2676 0.03
O -2.4014 -1.1683 0.9775 0.13
C -2.6628 -1.3769 -0.3417 0.00
O -2.4181 -0.0972 -0.9886 0.03
C -2.2550 -0.0574 -2.3931 0.01
Mn -1.9805 0.8108 0.6760 4.75
H -3.7043 -1.6656 -0.5684 0.00
H -1.9462 -2.1012 -0.7709 0.00
H -2.3581 0.9900 -2.6926 0.00
H -1.2401 -0.3753 -2.6709 0.00
H -2.9874 -0.7322 -2.8586 0.00
S 1.3409 0.2225 0.7657 0.03
O 1.6635 -0.9158 -0.0782 0.01
O 2.4720 0.6820 1.7637 0.01
C 1.3114 1.7214 -0.3685 0.00
F 2.0487 1.4871 -1.4252 0.00
F 0.0364 1.8767 -0.7512 0.00
F 1.7286 2.7939 0.2546 0.00
C 3.2931 -0.3184 2.4193 0.00
H 4.3110 -0.1763 2.0458 0.00
H 3.0293 -1.3674 2.2499 0.00
H 3.1488 -0.1356 3.4879 0.00
```

Properties
**Spin multiplicity**: 6
**Energy above the lowest of the compared OMol25 structures with the same formula, charge and spin**: 189.35 kJ/mol
**Net charge**: +1
**E_HOMO (alpha / beta)**: -0.459 / -0.454 Ha
**E**: -64811.404 eV
**HOMO-LUMO gap (alpha / beta)**: 7.722 / 7.396 eV

***

[6]
Computed, not measured: a single C4H8FN molecule at a distorted geometry, with ωB97M-V with the def2-TZVPD basis set.

The geometry in XYZ format:
```
14
Properties=species:S:1:pos:R:3:lowdin_charge:R:1
C 1.5046 -1.2416 0.1220 -0.09
C 0.0739 -0.7491 -0.3853 -0.30
C -0.0251 0.7259 -0.3707 -0.31
N 1.0633 1.6011 -0.0069 -0.02
C -0.8421 -0.2333 0.5480 -0.28
F -2.0627 -0.1196 -0.0467 -0.02
H 2.5082 -0.9424 -0.5464 0.12
H 1.6959 -0.7801 1.1289 0.06
H 1.5597 -2.4352 0.0747 0.10
H -0.1647 -1.5563 -1.1029 0.14
H -0.8975 1.2484 -1.0790 0.19
H 2.0549 1.2806 -0.1926 0.07
H 0.9157 2.1467 1.0184 0.16
H -0.8198 -0.1039 1.6835 0.18
```

Properties
**SMILES**: C[C@@H]1[C@H](N)[C@H]1F
**Energy above the lowest of the compared OMol25 structures with the same formula, charge and spin**: 319.53 kJ/mol
**E_HOMO**: -0.325 Ha
**E**: -8481.726 eV
**HOMO-LUMO gap**: 9.769 eV

***

[7]
Computed, not measured: a gas-phase ion, C4H8FN2 (charge +1) at a distorted geometry, with ωB97M-V with the def2-TZVPD basis set.

The geometry in XYZ format:
```
15
Properties=species:S:1:pos:R:3:lowdin_charge:R:1
C -0.9617 -0.8102 2.2769 -0.05
C -0.2428 -0.0600 1.2265 -0.05
C -0.5048 -0.1372 -0.0766 -0.18
F -1.4531 -0.9215 -0.6016 0.09
C 0.4754 0.3933 -1.2296 -0.25
N 1.3361 1.3439 -0.9592 0.22
N 0.3273 -0.1471 -2.4098 0.23
H -1.4748 -0.1305 2.9560 0.10
H -1.6779 -1.5123 1.8587 0.09
H -0.2255 -1.3504 2.8747 0.10
H 0.5665 0.5727 1.5629 0.12
H 1.3638 1.7743 -0.0479 0.13
H 1.9558 1.7129 -1.6687 0.15
H -0.3812 -0.8534 -2.5643 0.14
H 0.8968 0.1254 -3.1981 0.15
```

Properties
**SMILES**: C/C=C(\F)C(N)=[NH2+]
**Energy above the lowest of the compared OMol25 structures with the same formula, charge and spin**: 0.00 kJ/mol
**Net charge**: +1
**E_HOMO**: -0.524 Ha
**E**: -9968.825 eV
**HOMO-LUMO gap**: 10.263 eV

***

[8]
Computed, not measured: a single C4H8FNO molecule at a distorted geometry, with ωB97M-V with the def2-TZVPD basis set.

The geometry in XYZ format:
```
15
Properties=species:S:1:pos:R:3:lowdin_charge:R:1
N -0.8028 1.7617 0.0114 -0.04
C -1.0802 0.3618 0.2663 -0.27
C 0.0591 -0.5787 -0.1347 -0.43
C 1.2740 -0.3370 0.8812 -0.17
F 2.3322 -1.1026 0.6410 0.00
C 0.3447 -0.9556 -1.5745 -0.02
O -0.1510 -1.8785 -0.5545 -0.03
H -1.8201 2.0791 0.0089 0.09
H -0.0940 2.2243 0.7626 0.13
H -1.4366 0.1542 1.3613 0.14
H -2.0007 0.1605 -0.3467 0.13
H 0.9977 -0.6791 1.8940 0.13
H 1.4700 0.7007 0.9579 0.09
H 1.3650 -1.2583 -1.9858 0.14
H -0.4572 -0.6524 -2.1882 0.09
```

Properties
**SMILES**: NC[C@]1(CF)CO1
**Energy above the lowest of the compared OMol25 structures with the same formula, charge and spin**: 230.71 kJ/mol
**E_HOMO**: -0.354 Ha
**E**: -10530.112 eV
**HOMO-LUMO gap**: 10.423 eV

***

[9]
Computed, not measured: a molecular structure, C4H8I2 at a distorted geometry, with ωB97M-V with the def2-TZVPD basis set.

The geometry in XYZ format:
```
14
Properties=species:S:1:pos:R:3:lowdin_charge:R:1
C -0.7242 -0.6143 1.0354 -0.15
C 0.5946 0.3198 -1.8304 -0.03
C 0.5404 0.2267 1.0851 -0.49
C 1.5600 0.0167 -0.0614 -1.28
I 3.1395 1.4478 0.0602 0.74
I 2.2845 -2.0067 -0.0654 0.77
H -0.8665 -0.8877 1.9999 0.03
H -1.5433 -0.0612 0.5810 0.07
H -0.4638 -1.5283 0.3467 0.06
H -0.2567 -0.2852 -1.7996 0.00
H 0.3466 1.3947 -1.8793 0.05
H 1.3190 0.1016 -2.5685 0.01
H 0.9813 0.1066 2.1067 0.09
H 0.1351 1.3079 1.2822 0.13
```

Properties
**Energy above the lowest of the compared OMol25 structures with the same formula, charge and spin**: 228.60 kJ/mol
**E_HOMO**: -0.338 Ha
**E**: -20476.758 eV
**HOMO-LUMO gap**: 9.183 eV

***

[10]
Computed, not measured: a molecular structure, C4H8I2O at a distorted geometry, with ωB97M-V with the def2-TZVPD basis set.

The geometry in XYZ format:
```
15
Properties=species:S:1:pos:R:3:lowdin_charge:R:1
C -0.7072 -0.8193 1.4906 -0.07
C 0.6250 -0.6326 -1.5791 -0.31
C -0.8681 0.4058 0.5316 -0.37
C 0.7423 0.5436 -0.6993 -1.34
O -0.8171 1.6504 1.0256 -0.14
I 0.3921 2.3578 -1.7025 0.86
I 2.5085 0.5945 0.4299 0.84
H 0.2667 -1.0656 1.9649 0.06
H -1.4666 -0.6455 2.1643 0.04
H -0.9126 -1.8649 1.0338 0.11
H 1.5646 -0.8093 -2.0726 0.06
H 0.2556 -1.4593 -1.1468 0.03
H -0.0480 -0.5071 -2.3991 0.06
H -1.5907 0.3376 -0.3539 0.14
H 0.0554 1.9138 1.3126 0.04
```

Properties
**Energy above the lowest of the compared OMol25 structures with the same formula, charge and spin**: 227.22 kJ/mol
**E_HOMO**: -0.318 Ha
**E**: -22524.020 eV
**HOMO-LUMO gap**: 8.887 eV

***

[11]
Computed, not measured: a gas-phase ion, C4H8IN2 (charge +1) at a distorted geometry, with ωB97M-V with the def2-TZVPD basis set.

The geometry in XYZ format:
```
15
Properties=species:S:1:pos:R:3:lowdin_charge:R:1
C 1.2935 0.8551 -0.6983 -0.07
N 0.7459 0.0991 0.3715 -0.05
C -0.2497 0.6798 1.3144 0.03
C -0.5607 -0.3003 0.2384 -0.43
N -1.2545 -1.6450 0.4143 0.16
C -1.6918 -0.6889 -0.6861 -0.46
I -3.7511 0.1574 -0.2711 0.81
H 1.6928 0.2354 -1.5589 0.12
H 0.7169 1.7285 -0.9510 0.09
H 2.1323 1.4022 -0.1784 0.12
H -0.7981 1.5518 1.1271 0.10
H -0.0365 0.5024 2.3237 0.11
H -1.8692 -1.7177 1.1870 0.13
H -0.6378 -2.3873 0.0699 0.19
H -1.7405 -0.9473 -1.8736 0.16
```

Properties
**SMILES**: CN1C[C@]12[NH2+][C@H]2I
**Energy above the lowest of the compared OMol25 structures with the same formula, charge and spin**: 417.12 kJ/mol
**Net charge**: +1
**E_HOMO**: -0.511 Ha
**E**: -15347.783 eV
**HOMO-LUMO gap**: 9.304 eV

***

[12]
Computed, not measured: a molecular structure, C4H8IN2 at a distorted geometry, with ωB97M-V with the def2-TZVPD basis set.

The geometry in XYZ format:
```
15
Properties=species:S:1:pos:R:3:lowdin_charge:R:1
C -0.0558 0.8379 -1.6082 -0.06
C 0.7066 -0.9447 -0.3419 -0.16
C 0.3656 0.2299 0.5110 -0.82
C -1.1372 -0.3436 1.7569 0.06
N -0.1835 1.2089 -0.3413 0.03
N 0.2364 -0.4456 -1.7106 0.10
I 1.8831 1.0415 1.8542 0.88
H -0.3141 1.4715 -2.4964 0.19
H 1.9486 -1.0680 -0.3907 0.17
H 0.2103 -1.9342 0.0212 0.15
H -1.4949 0.5187 2.1624 0.00
H -0.6618 -1.0433 2.3828 0.02
H -1.7342 -0.8333 0.8241 0.11
H -0.2044 2.1915 -0.0329 0.17
H 0.4353 -0.8873 -2.5906 0.16
```

Properties
**Energy above the lowest of the compared OMol25 structures with the same formula, charge and spin**: 240.59 kJ/mol
**Net charge**: +1
**E_HOMO**: -0.476 Ha
**E**: -15349.613 eV
**HOMO-LUMO gap**: 8.770 eV

***

[13]
Computed, not measured: a molecular structure, C4H8MgO3 at a distorted geometry, with ωB97M-V with the def2-TZVPD basis set.

The geometry in XYZ format:
```
16
Properties=species:S:1:pos:R:3:mulliken_spin:R:1
O 0.6398 -0.1774 0.3256 0.11
O 1.3831 1.9289 0.1604 0.20
C 1.1841 0.8816 -0.3696 0.66
O -1.4102 1.2114 -0.8851 0.01
C -1.7600 2.5045 -1.2674 0.00
C 1.4212 -1.4144 0.4683 0.01
C 0.5116 -2.4601 1.0584 0.01
H -1.8872 3.2165 -0.4356 0.00
H -0.9361 2.9144 -1.8796 0.00
H -2.6691 2.4974 -1.8913 0.00
H 1.7865 -1.6933 -0.5265 0.00
H 2.2558 -1.1551 1.1286 0.00
H -0.3505 -2.6689 0.4056 0.00
H 1.0799 -3.3929 1.1637 0.00
H 0.1502 -2.1721 2.0560 0.00
Mg -1.3990 -0.0202 0.4884 0.00
```

Properties
**Spin multiplicity**: 2
**Energy above the lowest of the compared OMol25 structures with the same formula, charge and spin**: 28.61 kJ/mol
**Net charge**: +1
**E_HOMO (alpha / beta)**: -0.485 / -0.490 Ha
**E**: -15855.878 eV
**HOMO-LUMO gap (alpha / beta)**: 7.057 / 6.953 eV

***

[14]
Computed, not measured: a molecular structure, C4H8MgO3Zn at a distorted geometry, with ωB97M-V with the def2-TZVPD basis set.

The geometry in XYZ format:
```
17
Properties=species:S:1:pos:R:3:mulliken_spin:R:1
O 1.8253 2.4515 -0.0681 0.00
Mg 3.1411 1.1200 0.2988 0.00
Zn 0.2982 1.2661 0.5781 0.01
O 1.7087 -0.1070 0.2355 0.00
O -0.9226 -0.5117 0.6819 0.00
C -2.0275 0.1180 -0.0248 -0.03
C -0.1867 -1.5054 -0.0183 -0.01
C -1.5843 1.4854 -0.4243 0.91
C 1.2726 -1.4243 0.3937 0.00
H -2.8953 0.1074 0.6605 0.05
H -2.3027 -0.5267 -0.8808 0.04
H -0.2552 -1.2931 -1.0997 0.01
H -0.6047 -2.5060 0.1743 0.00
H 1.6364 3.1021 -0.8114 0.00
H 1.4166 -1.7271 1.4451 0.00
H 1.8463 -2.1317 -0.2282 0.00
H -2.3660 2.0823 -0.9123 0.01
```

Properties
**Spin multiplicity**: 2
**Energy above the lowest of the compared OMol25 structures with the same formula, charge and spin**: 0.00 kJ/mol
**Net charge**: +1
**E_HOMO (alpha / beta)**: -0.384 / -0.449 Ha
**E**: -64274.754 eV
**HOMO-LUMO gap (alpha / beta)**: 4.198 / 5.987 eV

***

[15]
Computed, not measured: 2 unconnected molecules or ions with the total composition C4H8N at a distorted geometry, with ωB97M-V with the def2-TZVPD basis set.

The geometry in XYZ format:
```
13
Properties=species:S:1:pos:R:3:lowdin_charge:R:1
C -0.9169 0.7661 -1.3845 0.05
C -1.4930 -0.4198 -1.2152 0.08
C -0.4774 -0.0160 -0.2463 -0.27
C 1.5959 -0.7223 -0.2863 0.12
N -0.7252 0.5240 1.1489 0.20
H -0.8146 1.6054 -2.0452 0.12
H -2.3119 -0.9861 -1.5156 0.10
H 1.9849 -0.7077 0.6141 -0.05
H 2.0671 0.1217 -0.9043 0.07
H 1.7357 -1.7376 -0.6565 0.04
H -1.6081 1.0110 1.2830 0.16
H -0.0279 1.2804 1.3731 0.19
H -0.8557 -0.2787 1.8271 0.20
```

Properties
**Energy above the lowest of the compared OMol25 structures with the same formula, charge and spin**: 393.12 kJ/mol
**Net charge**: +1
**E_HOMO**: -0.502 Ha
**E**: -5755.790 eV
**HOMO-LUMO gap**: 9.968 eV

***

[16]
Computed, not measured: a single C4H8N2 molecule at a distorted geometry, with ωB97M-V with the def2-TZVPD basis set.

The geometry in XYZ format:
```
14
Properties=species:S:1:pos:R:3:lowdin_charge:R:1
C -1.8135 0.2287 0.0467 -0.11
C -0.5876 -0.6439 -0.2042 -0.23
C 0.7193 -0.0472 0.3270 -0.42
N 1.8653 -0.8670 -0.0521 0.04
C 0.9204 1.3884 -0.0176 -0.18
N 1.1518 2.5008 -0.2618 0.14
H -1.7655 1.1694 -0.5109 0.07
H -1.9169 0.4680 1.1129 0.08
H -2.7217 -0.3018 -0.2590 0.07
H -0.6920 -1.5764 0.3504 0.11
H -0.4789 -0.8803 -1.2673 0.11
H 0.5810 -0.0931 1.4060 0.14
H 2.0255 -0.8272 -1.0572 0.08
H 2.7128 -0.5184 0.3870 0.08
```

Properties
**SMILES**: CC[C@@H](N)C#N
**Energy above the lowest of the compared OMol25 structures with the same formula, charge and spin**: 25.08 kJ/mol
**E_HOMO**: -0.380 Ha
**E**: -7257.615 eV
**HOMO-LUMO gap**: 11.242 eV